Computed, not measured: an isolated molecule of C2H7NO in a non-equilibrium geometry, with wB97M-V/def2-TZVPD.

Output
- Total energy: -5724.20312 eV
- Kohn-Sham gap: 10.27 eV
- ΔE to the lowest compared entry with this formula, charge and spin: 1.038 eV
- SMILES: CNCO
- LUMO level: 1.1 eV

Last column: natural (NBO) charge in e.
CARTESIAN COORDINATES (ANGSTROEM)
C1 -0.9786 -0.7958 -0.5633  -0.43
N1 0.1197 -0.7579 0.4521  -0.63
C2 0.9526 0.3670 0.3777  0.08
O1 0.1676 1.6515 0.4630  -0.77
H1 -0.3439 -1.0725 -1.4138  0.19
H2 -1.7021 -1.5694 -0.3146  0.20
H3 -1.5167 0.1492 -0.6815  0.20
H4 -0.1858 -0.9659 1.3938  0.36
H5 1.2565 0.3801 -0.6759  0.15
H6 1.6703 0.4059 1.1797  0.18
H7 0.5604 2.2079 -0.2171  0.46

Cartesian forces (eV/Å) of the 2 atoms listed first:
1.7 -0.1 0.6
-1.1 -0.4 1.0

Computed, not measured: a cluster of 2 separate species, C2H7NO2 in total in a non-equilibrium geometry, with wB97M-V/def2-TZVPD.

Output
- Total energy: -7772.93869 eV
- Kohn-Sham gap: 10.05 eV
- ΔE to the lowest compared entry with this formula, charge and spin: 0.587 eV
- SMILES: CC(N)=O.O
- LUMO level: 0.4 eV

Last column: natural (NBO) charge in e.
CARTESIAN COORDINATES (ANGSTROEM)
C1 -0.1626 -1.5080 0.7804  -0.71
C2 -0.7363 -0.1631 1.2362  0.68
N1 -0.9445 0.7711 0.2298  -0.84
O1 -1.1850 0.0267 2.3348  -0.61
H1 -0.4858 -1.6240 -0.2506  0.21
H2 0.9244 -1.5694 0.7648  0.23
H3 -0.6045 -2.3104 1.3593  0.24
H4 -0.5869 0.7137 -0.6997  0.40
H5 -1.1474 1.6378 0.6828  0.40
O2 1.4578 1.1683 -1.8130  -0.94
H6 2.3483 1.5114 -1.9430  0.47
H7 1.1226 1.3459 -2.6819  0.46

Cartesian forces (eV/Å) of the 2 atoms listed first:
-0.3 0.6 -0.5
-0.4 -0.9 -1.8

Computed, not measured: a cluster of 2 separate species, C2H7NO2 in total in a non-equilibrium geometry, with wB97M-V/def2-TZVPD.

Output
- Total energy: -7772.92480 eV
- Kohn-Sham gap: 10.52 eV
- ΔE to the lowest compared entry with this formula, charge and spin: 0.601 eV
- SMILES: CC(N)=O.O
- LUMO level: 0.7 eV

Last column: natural (NBO) charge in e.
CARTESIAN COORDINATES (ANGSTROEM)
C1 2.1544 0.2955 -1.0727  -0.72
C2 1.1028 -0.3539 -0.2220  0.66
N1 1.1901 -0.2432 1.1157  -0.83
O1 0.0835 -0.7859 -0.6965  -0.62
H1 2.2358 -0.2297 -2.0392  0.25
H2 3.1490 0.3114 -0.5961  0.21
H3 1.8386 1.3351 -1.2627  0.24
H4 1.8785 0.4136 1.4914  0.39
H5 0.4716 -0.6372 1.7282  0.41
O2 -5.0033 0.2139 0.4299  -0.94
H6 -4.2932 -0.1070 -0.1709  0.47
H7 -4.8077 -0.2124 1.2949  0.47

Cartesian forces (eV/Å) of the 2 atoms listed first:
0.9 0.1 -0.2
-1.1 0.9 -0.1

Computed, not measured: a cluster of 2 separate species, C2H7NO2 in total in a non-equilibrium geometry, with wB97M-V/def2-TZVPD.

Output
- Total energy: -7769.92011 eV
- Kohn-Sham gap: 11.35 eV
- ΔE to the lowest compared entry with this formula, charge and spin: 3.606 eV
- SMILES: C=NO.CO
- LUMO level: 0.9 eV

Last column: natural (NBO) charge in e.
CARTESIAN COORDINATES (ANGSTROEM)
C1 1.1027 -0.9107 0.0359  -0.17
N1 2.1171 -0.2898 0.4358  -0.11
O1 2.5131 0.7824 -0.3613  -0.56
H1 0.5947 -0.6938 -0.9018  0.16
H2 0.6950 -1.6702 0.6886  0.20
H3 3.2919 1.1322 0.1211  0.48
C2 -2.6511 0.7242 0.2642  -0.25
O2 -2.5757 -0.5560 -0.3459  -0.71
H4 -3.6710 1.0960 0.2412  0.18
H5 -2.0390 1.4830 -0.2703  0.16
H6 -2.2843 0.7073 1.2940  0.16
H7 -1.6155 -0.7185 -0.3669  0.46

Cartesian forces (eV/Å) of the 2 atoms listed first:
-0.5 0.1 -0.5
0.6 0.5 0.8

Computed, not measured: a cluster of 2 separate species, C2H7NO2 in total in a non-equilibrium geometry, with wB97M-V/def2-TZVPD.

Output
- Total energy: -7771.76652 eV
- Kohn-Sham gap: 10.43 eV
- ΔE to the lowest compared entry with this formula, charge and spin: 1.759 eV
- SMILES: NCC=O.O
- LUMO level: 0.9 eV

Last column: natural (NBO) charge in e.
CARTESIAN COORDINATES (ANGSTROEM)
N1 -0.1520 0.2950 2.7263  -0.86
C1 0.7809 0.7434 1.7439  -0.33
C2 -0.0161 0.8016 0.4260  0.43
O1 0.4347 0.2797 -0.5645  -0.54
H1 -0.4405 -0.6712 2.7345  0.38
H2 -0.0525 0.6289 3.6600  0.38
H3 1.6360 0.0767 1.5156  0.19
H4 1.2977 1.6859 1.9267  0.22
H5 -1.0376 1.2198 0.4390  0.12
O2 -0.8922 -1.6616 -3.8990  -0.94
H6 -0.6365 -1.0826 -3.1615  0.48
H7 -0.4262 -2.4779 -3.7094  0.46

Cartesian forces (eV/Å) of the 2 atoms listed first:
-0.5 0.3 0.7
0.1 -0.7 -1.4

Computed, not measured: a cluster of 2 separate species, C2H7NO2 in total in a non-equilibrium geometry, with wB97M-V/def2-TZVPD.

Output
- Total energy: -7763.28158 eV
- Kohn-Sham gap (spin up / spin down): 11.18 / 6.35 eV
- Expectation value of S²: 0.765
- Multiplicity: 2
- ΔE to the lowest compared entry with this formula, charge and spin: 0.626 eV
- LUMO level (spin up / spin down): -4.5 / -9.3 eV
- Charge: +1

Last column: Mulliken spin population.
CARTESIAN COORDINATES (ANGSTROEM)
C1 0.2859 -0.4992 -1.8457  0.03
C2 -0.5630 0.3157 -0.9583  -0.08
N1 -0.5816 0.0097 0.3890  0.35
O1 -1.2097 1.3362 -1.1638  0.73
H1 0.0415 -0.3089 -2.8904  0.00
H2 0.0600 -1.5668 -1.7232  0.00
H3 1.3341 -0.4515 -1.5578  -0.01
H4 0.0414 -0.5893 0.9411  -0.02
H5 -1.2416 0.4681 1.0189  -0.01
H6 0.7372 -0.7191 3.2075  0.00
H7 2.3487 -0.6906 3.1253  0.00
O2 1.5105 -0.7644 2.6166  0.00

Cartesian forces (eV/Å) of the 2 atoms listed first:
-0.5 -0.9 -1.0
1.1 -1.8 3.6

Computed, not measured: an isolated molecule of C2H7NO3, with wB97M-V/def2-TZVPD.

Output
- Total energy: -9818.73268 eV
- Kohn-Sham gap: 10.74 eV
- ΔE to the lowest compared entry with this formula, charge and spin: 2.228 eV
- SMILES: CC(O)(O)ON
- LUMO level: 0.8 eV

Last column: natural (NBO) charge in e.
CARTESIAN COORDINATES (ANGSTROEM)
C1 0.9618 -0.9288 -0.3892  -0.67
C2 0.3469 0.3470 0.1829  0.73
O1 0.0926 1.2133 -0.8773  -0.74
O2 1.1881 0.9235 1.1162  -0.72
O3 -0.8557 0.1094 0.9064  -0.43
N1 -1.9628 -0.2980 0.1358  -0.51
H1 0.9791 -1.6944 0.3813  0.22
H2 1.9742 -0.6964 -0.7006  0.23
H3 0.3892 -1.2632 -1.2504  0.22
H4 0.0156 2.1149 -0.5415  0.48
H5 0.6629 1.1500 1.8920  0.49
H6 -1.9786 0.2851 -0.7026  0.35
H7 -1.8134 -1.2623 -0.1531  0.33

Cartesian forces (eV/Å) of the 2 atoms listed first:
-0.3 0.5 0.2
-0.1 -0.4 -0.2

Computed, not measured: a cluster of 2 separate species, C2H7NO3 in total in a non-equilibrium geometry, with wB97M-V/def2-TZVPD.

Output
- Total energy: -9819.71547 eV
- Kohn-Sham gap: 10.21 eV
- ΔE to the lowest compared entry with this formula, charge and spin: 1.245 eV
- SMILES: O=CNCO.O
- LUMO level: 0.4 eV

Last column: natural (NBO) charge in e.
CARTESIAN COORDINATES (ANGSTROEM)
O1 -1.7533 -1.8910 0.8515  -0.58
C1 -1.9395 -0.7199 1.0688  0.53
N1 -1.1248 0.3208 0.6681  -0.63
C2 0.3090 0.2522 0.8623  0.08
O2 0.8846 1.3426 0.1690  -0.74
H1 -2.9192 -0.3285 1.3907  0.09
H2 -1.5837 1.1780 0.9525  0.38
H3 0.7522 0.3112 1.8653  0.16
H4 0.6748 -0.7184 0.4888  0.18
H5 1.2084 0.9982 -0.6785  0.50
O3 1.6387 0.0450 -2.2904  -0.95
H6 1.4582 -0.9147 -2.4283  0.48
H7 2.3947 0.1245 -2.9200  0.48

Cartesian forces (eV/Å) of the 2 atoms listed first:
0.4 -0.1 0.7
-0.5 0.1 -1.7

Computed, not measured: an isolated molecule of C2H7NO3S in a non-equilibrium geometry, with wB97M-V/def2-TZVPD.

Output
- Total energy: -20653.27719 eV
- Kohn-Sham gap: 11.13 eV
- ΔE to the lowest compared entry with this formula, charge and spin: 1.718 eV
- SMILES: CCOS(N)(=O)=O
- LUMO level: 0.5 eV

Last column: natural (NBO) charge in e.
CARTESIAN COORDINATES (ANGSTROEM)
C1 -1.2186 0.3593 -1.5241  -0.66
C2 0.1397 0.6940 -1.0170  -0.10
O1 0.5484 -0.4728 -0.1632  -0.73
S1 0.0955 -0.3121 1.3776  2.40
N1 1.5132 -0.9452 2.0084  -1.07
O2 -0.0473 1.1399 1.5885  -0.91
O3 -1.0202 -1.2814 1.5938  -0.90
H1 -1.4861 1.1279 -2.2821  0.22
H2 -1.1936 -0.5068 -2.3557  0.23
H3 -2.0175 0.4319 -0.6612  0.24
H4 0.1475 1.6907 -0.5803  0.22
H5 0.8984 0.5461 -1.7642  0.20
H6 2.2477 -0.4033 1.7034  0.41
H7 1.3928 -2.0682 2.0761  0.45

Cartesian forces (eV/Å) of the 2 atoms listed first:
-1.7 0.0 -2.2
0.1 -2.0 -0.5

Computed, not measured: an isolated molecule of C2H7NO3S in a non-equilibrium geometry, with wB97M-V/def2-TZVPD.

Output
- Total energy: -20653.69923 eV
- Kohn-Sham gap: 10.72 eV
- ΔE to the lowest compared entry with this formula, charge and spin: 1.296 eV
- LUMO level: 0.9 eV

Last column: natural (NBO) charge in e.
CARTESIAN COORDINATES (ANGSTROEM)
C1 -2.2646 1.4362 1.0561  -0.27
C2 1.5858 -0.8419 -0.8770  0.09
N1 1.6695 -2.1574 -1.5086  -0.81
O1 0.4182 1.9507 0.5225  -0.92
O2 -1.3377 0.4645 1.4760  -0.71
O3 0.5714 -0.6264 0.1405  -0.80
S1 0.2674 0.7121 1.2304  1.78
H1 -2.7927 1.0936 0.1648  0.19
H2 -1.7409 2.3697 0.8274  0.21
H3 -2.9746 1.5981 1.8690  0.19
H4 2.5623 -0.6485 -0.4166  0.16
H5 1.4169 -0.1086 -1.6759  0.17
H6 0.8031 -2.3621 -1.9957  0.36
H7 1.8159 -2.8799 -0.8130  0.36

Cartesian forces (eV/Å) of the 2 atoms listed first:
-0.4 0.8 -0.5
1.0 0.7 -0.5

Computed, not measured: a structure of composition C2H7NO3S2 in a non-equilibrium geometry, with wB97M-V/def2-TZVPD.

Output
- Total energy: -31487.98482 eV
- Kohn-Sham gap: 8.75 eV
- ΔE to the lowest compared entry with this formula, charge and spin: 2.349 eV
- LUMO level: -0.1 eV

Last column: natural (NBO) charge in e.
CARTESIAN COORDINATES (ANGSTROEM)
C1 -1.7477 0.2066 -0.0252  -0.39
C2 0.6748 -0.2504 -0.5269  -0.24
N1 -0.2939 0.3293 0.2227  -0.59
O1 2.0476 1.8750 -0.0059  -0.89
O2 2.5117 0.0679 1.4025  -0.95
O3 3.3454 -0.1855 -0.9543  -0.86
S1 1.0015 -2.3884 0.1966  -0.34
S2 2.2929 0.2538 -0.0340  2.29
H1 -2.0850 -0.6888 0.2931  0.20
H2 -2.2910 1.0285 0.5651  0.21
H3 -2.0282 0.2889 -1.0268  0.20
H4 0.5013 -0.6627 -1.5328  0.28
H5 2.5305 2.2888 0.6560  0.51
H6 0.0417 0.8473 0.9958  0.41
H7 1.6568 -1.7798 1.2544  0.17

Cartesian forces (eV/Å) of the 2 atoms listed first:
1.3 3.6 1.8
-0.6 -2.8 1.0

Computed, not measured: a cluster of 3 separate species, C2H7NO4 in total in a non-equilibrium geometry, with wB97M-V/def2-TZVPD.

Output
- Total energy: -11867.98102 eV
- Kohn-Sham gap: 11.00 eV
- ΔE to the lowest compared entry with this formula, charge and spin: 0.359 eV
- SMILES: O=CNC=O.O.O
- LUMO level: 0.6 eV

Last column: natural (NBO) charge in e.
CARTESIAN COORDINATES (ANGSTROEM)
O1 -1.2023 0.4375 0.7482  -0.59
C1 -0.2807 1.1902 0.5773  0.55
N1 1.0375 0.7406 0.5407  -0.67
C2 2.0562 1.6524 0.7065  0.54
O2 1.9523 2.8424 0.6147  -0.56
H1 -0.3467 2.2827 0.5284  0.15
H2 1.1214 -0.2629 0.7271  0.45
H3 3.0650 1.1952 0.8093  0.12
O3 -2.5883 -1.6068 -1.0002  -0.96
H4 -2.1466 -0.8067 -0.6701  0.49
H5 -3.1138 -1.2378 -1.7286  0.47
O4 0.3869 -1.9875 -0.3524  -0.97
H6 -0.5682 -2.1091 -0.2810  0.50
H7 0.6272 -2.3302 -1.2199  0.48

Cartesian forces (eV/Å) of the 2 atoms listed first:
-0.5 -0.1 -0.4
0.8 0.0 0.4